(1)
The following is a quantum chemistry calculation of a cluster of 9 separate species, C33H37F8O24S in total at a distorted geometry, from OMol25.

```
103
Properties=species:S:1:pos:R:3:forces:R:3:mulliken_charge:R:1
C 5.81196 -0.07245 1.17036 0.25 -0.65 -0.30 -0.934
S 5.89576 1.34385 0.07436 0.25 0.23 0.46 -0.036
C 4.15439 1.70922 -0.24788 1.55 -1.46 0.74 -0.898
C 3.25203 0.50083 -0.33092 0.22 0.09 -0.08 0.716
C 3.61344 -0.67320 -0.98692 0.06 0.18 -0.04 -0.454
C 2.74178 -1.75117 -1.00155 0.15 -0.03 -0.06 -0.825
C 1.50909 -1.65792 -0.37160 -0.06 -0.11 -0.09 -0.883
C 1.12103 -0.48227 0.26839 -0.02 0.02 -0.02 0.835
C -0.22586 -0.39002 0.93585 0.13 0.00 -0.08 -1.698
C 2.01143 0.59213 0.28009 -0.32 -0.25 0.22 -0.235
H 5.90315 -0.97871 0.57670 0.10 0.03 0.13 0.438
H 4.81681 -0.09475 1.61555 0.15 0.22 0.12 0.284
H 6.61725 -0.02920 1.89726 -0.06 0.11 -0.01 0.676
H 6.30373 0.80409 -1.08466 -0.14 -0.25 0.01 0.251
H 3.88468 2.32157 0.61565 0.31 -0.17 -0.04 0.349
H 4.11276 2.36570 -1.11844 1.64 -1.02 0.15 0.474
H 4.57416 -0.75232 -1.48898 -0.08 -0.04 0.00 0.447
H 3.03412 -2.66510 -1.50523 -0.06 0.02 0.02 0.451
H 0.83625 -2.51171 -0.39549 -0.01 0.13 0.03 0.702
H -0.89151 -1.14029 0.50926 -0.05 0.12 0.12 0.260
H -0.12651 -0.58573 2.00693 -0.05 -0.01 -0.02 0.455
H -0.66103 0.60438 0.81949 0.03 -0.08 0.01 0.305
H 1.70347 1.51280 0.76811 0.11 -0.08 -0.04 0.341
C 0.72669 1.43972 -3.07420 0.16 -0.12 0.07 0.218
C -0.55446 1.66200 -2.29562 0.13 -0.02 -0.08 0.291
O -1.22180 2.61082 -3.10269 -0.26 -0.29 0.01 -0.344
C -0.77792 2.47495 -4.38391 0.27 0.36 0.12 0.540
O -1.26988 3.04547 -5.30059 -0.06 -0.13 -0.17 -0.551
O 0.30081 1.67578 -4.42407 -0.10 -0.02 0.01 -0.331
F -0.33226 2.21316 -1.07811 0.05 0.15 0.03 -0.207
H 1.47624 2.18614 -2.80098 -0.09 -0.09 0.03 -0.075
H 1.13787 0.43966 -2.96552 -0.06 -0.04 -0.16 0.072
H -1.17635 0.77338 -2.17566 -0.03 0.04 0.11 0.253
C -3.07190 6.47546 -4.06593 0.11 0.09 -0.11 -0.416
C -2.00595 5.80695 -3.22605 -0.03 -0.36 0.01 0.986
O -2.47128 6.01851 -1.91376 0.08 -0.20 0.06 -0.297
C -3.83541 6.12915 -1.96350 -0.01 0.13 -0.11 0.553
O -4.54880 6.06826 -1.02639 -0.02 0.02 0.08 -0.489
O -4.22986 6.30604 -3.24631 0.02 0.01 0.00 -0.334
F -0.76568 6.36159 -3.35525 -0.03 0.36 -0.03 -0.327
H -2.85848 7.53894 -4.18747 0.05 0.00 0.01 0.293
H -3.21944 6.01181 -5.03625 -0.11 -0.08 0.06 0.287
H -1.88014 4.73952 -3.40137 -0.15 0.09 -0.05 -0.243
C 2.92560 -4.18226 2.21390 -0.07 -0.01 0.03 0.003
C 3.51608 -5.11232 1.17015 0.00 0.10 0.01 0.186
O 4.64785 -4.37125 0.71765 0.12 -0.21 0.10 -0.342
C 5.03213 -3.54675 1.71137 -0.07 0.11 -0.05 0.684
O 6.06237 -2.94533 1.73804 -0.06 0.01 -0.02 -0.572
O 4.09102 -3.47472 2.66848 -0.06 -0.01 0.04 -0.242
F 2.68369 -5.31951 0.13154 -0.01 0.11 -0.06 -0.273
H 2.23606 -3.47494 1.75162 -0.02 -0.04 -0.06 -0.103
H 2.44158 -4.68946 3.04189 0.14 0.01 0.09 0.319
H 3.85961 -6.07415 1.55184 -0.06 -0.06 -0.07 0.319
C 5.57233 -0.81595 4.57305 -0.01 -0.16 -0.09 0.251
C 6.52126 -0.86880 5.75285 -0.10 0.11 0.01 0.310
O 5.71219 -0.39048 6.80671 0.01 -0.21 0.11 -0.324
C 4.40970 -0.65818 6.50606 0.08 0.07 -0.14 0.570
O 3.50656 -0.59876 7.26128 -0.07 0.05 0.06 -0.491
O 4.30575 -1.01317 5.19495 -0.02 -0.01 0.00 -0.297
F 7.58420 -0.04676 5.58628 -0.03 0.08 0.01 -0.284
H 5.59286 0.17508 4.11326 0.13 0.04 0.08 0.007
H 5.75725 -1.58685 3.82845 -0.10 -0.05 0.04 -0.083
H 6.88422 -1.86701 6.00155 0.11 0.03 -0.02 0.319
C -4.90554 -1.74142 1.72486 -0.05 0.03 0.00 -0.368
C -4.52938 -2.67866 2.85580 -0.01 0.01 -0.12 0.256
O -3.57636 -3.52862 2.23969 0.16 0.10 0.17 -0.312
C -3.00212 -2.84851 1.21576 -0.15 -0.08 -0.10 0.666
O -2.02034 -3.18829 0.64247 0.07 -0.04 0.00 -0.516
O -3.69986 -1.72533 0.94791 -0.02 0.06 0.02 -0.296
F -5.57645 -3.41894 3.28269 -0.02 -0.08 -0.04 -0.250
H -5.71524 -2.16359 1.12901 -0.03 -0.04 0.05 0.299
H -5.16364 -0.73790 2.04729 0.14 0.05 -0.03 0.285
H -4.06825 -2.19357 3.71745 -0.08 -0.04 0.07 0.273
C 1.66641 6.24488 -1.28003 -0.05 0.06 0.02 0.066
C 1.55715 5.95311 0.20315 -0.19 0.21 -0.04 0.281
O 1.64368 4.52811 0.23133 0.45 -0.37 0.07 -0.303
C 2.32229 4.12559 -0.86044 -0.78 1.15 -0.08 0.598
O 2.75156 3.01949 -1.01800 -3.65 2.57 -1.28 -0.336
O 2.46080 5.13009 -1.73505 0.15 -0.26 0.00 -0.351
F 0.37857 6.33284 0.72468 0.02 -0.12 -0.08 -0.262
H 0.69481 6.19930 -1.76588 -0.06 0.05 0.11 -0.180
H 2.15758 7.18372 -1.51370 0.17 -0.11 -0.03 0.289
H 2.36172 6.36537 0.81361 -0.03 0.01 0.05 0.283
C -3.56330 1.20804 -8.31320 -0.01 0.00 -0.04 -0.443
C -3.78470 1.28034 -6.81596 0.01 -0.01 -0.03 0.726
O -3.44635 -0.02891 -6.39703 0.17 0.13 0.15 -0.323
C -2.55473 -0.54150 -7.29327 -0.09 -0.01 -0.05 0.686
O -1.89308 -1.50376 -7.10614 0.02 -0.06 0.01 -0.505
O -2.53204 0.22001 -8.40897 -0.03 0.03 -0.06 -0.329
F -5.07379 1.53764 -6.49054 -0.05 -0.09 -0.03 -0.306
H -4.46286 0.85271 -8.81765 -0.04 0.00 0.04 0.275
H -3.23148 2.14164 -8.75651 0.13 -0.04 0.01 0.295
H -3.14258 1.99393 -6.29926 -0.09 0.08 0.01 -0.051
C -7.01683 -7.04445 5.57757 0.04 -0.03 0.03 -0.408
C -6.87959 -6.59282 4.13717 -0.08 -0.02 0.05 0.529
O -8.17803 -6.12297 3.84412 0.09 0.21 -0.04 -0.310
C -8.75684 -5.71482 5.01139 0.02 -0.13 0.01 0.655
O -9.73374 -5.05667 5.08721 -0.08 0.02 0.00 -0.480
O -8.03353 -6.16735 6.06481 0.03 -0.02 0.03 -0.322
F -6.56873 -7.61137 3.30084 -0.06 -0.04 0.00 -0.298
H -7.36622 -8.07695 5.62278 0.01 -0.02 -0.06 0.267
H -6.10977 -6.93363 6.16407 -0.05 0.11 0.05 0.288
H -6.16587 -5.78231 3.98229 0.08 -0.07 -0.08 0.081
```
Forces are in eV/Å.

The calculation puts the HOMO energy at -12.3 eV. The value obtained for the HOMO-LUMO gap is 9.5 eV. Its net charge is +1.

=====

(2)
The following is a quantum chemistry calculation of a structure of composition C33H37N6O4Ru at a distorted geometry, from OMol25.

```
81
Properties=species:S:1:pos:R:3:forces:R:3:lowdin_spin:R:1
Ru 0.59232 0.43197 0.86820 -1.47 -1.49 0.44 0.797
C 4.22242 -1.93293 0.94999 0.08 -0.06 -0.02 0.001
C 2.93382 -1.32957 1.44166 -0.27 -0.42 0.97 0.001
O 2.32670 -0.57665 0.59470 0.08 0.78 -0.07 0.031
C 2.49176 -1.62516 2.72411 0.75 -0.17 -0.72 0.007
C 1.29300 -1.20161 3.33786 -0.97 0.79 -0.56 -0.002
C 0.98676 -1.64205 4.73939 0.01 -0.05 0.01 -0.001
N 0.43508 -0.41756 2.71098 0.93 -1.10 0.73 0.003
N -0.71388 -0.07703 3.42293 -0.17 0.87 -0.68 0.015
C -1.05722 1.11762 3.00402 -0.12 -0.03 0.68 0.001
O -0.32413 1.86814 2.23992 0.20 -0.31 -0.38 0.054
C -2.37696 1.64489 3.46274 0.24 0.09 -0.06 0.000
C -3.00221 2.62589 2.70252 -0.08 0.06 0.00 0.000
C -4.24327 3.11786 3.08545 -0.01 -0.05 0.06 0.000
C -4.85893 2.63797 4.23673 0.06 0.02 -0.06 -0.001
C -4.23199 1.65883 4.99955 0.08 -0.02 -0.06 0.000
C -2.99574 1.15911 4.61063 -0.10 0.01 0.06 -0.001
H 4.46920 -1.52086 -0.02696 0.01 -0.01 0.02 0.000
H 4.12001 -3.01816 0.86681 0.01 0.08 -0.03 0.000
H 5.03928 -1.72825 1.64606 -0.05 -0.02 -0.05 0.000
H 3.14260 -2.25296 3.31957 -0.03 0.00 -0.04 0.001
H 1.80759 -2.23739 5.13694 -0.05 0.01 -0.01 0.000
H 0.06571 -2.22838 4.75609 0.04 0.02 -0.01 0.000
H 0.80942 -0.78061 5.38370 0.03 0.00 -0.03 0.000
H -2.50531 2.98051 1.80821 -0.02 0.02 0.05 0.000
H -4.73136 3.87721 2.48583 0.02 -0.02 0.02 0.000
H -5.82395 3.02717 4.54076 0.04 -0.02 -0.02 0.000
H -4.70805 1.28318 5.89817 0.03 0.02 -0.04 0.000
H -2.50030 0.38987 5.18914 -0.01 0.03 -0.01 0.000
C 3.04152 2.37149 2.45023 -0.16 -0.08 -0.04 0.003
O 2.35868 2.10168 1.22993 -0.01 0.17 -0.10 0.046
C 3.05182 2.16480 0.05797 0.30 0.18 0.50 0.002
C 4.38063 2.56069 -0.00359 0.01 0.00 -0.01 0.001
C 5.01460 2.65878 -1.23436 0.00 0.00 -0.03 0.001
C 4.32218 2.36629 -2.39667 -0.12 -0.04 -0.03 0.001
C 2.99607 1.95295 -2.31907 0.13 -0.10 -0.41 0.001
C 2.36241 1.83219 -1.10396 -0.90 -0.25 0.45 0.001
N 0.97643 1.35926 -0.95054 1.85 0.10 0.15 0.010
N 0.35131 1.37255 -2.01932 -1.16 0.33 -0.35 0.001
C -0.98355 1.02984 -2.03893 -0.01 -0.15 -0.80 0.000
C -1.77150 0.73986 -0.90780 -0.60 0.06 -0.54 0.000
O -1.37899 0.72079 0.30387 0.40 -0.01 0.73 0.001
C -3.17888 0.41733 -1.11541 0.71 0.19 0.44 0.000
C -3.70664 0.38680 -2.34287 -0.25 -0.02 -0.81 0.000
C -2.93721 0.69946 -3.52251 -0.41 -0.13 0.28 0.000
C -3.53743 0.68317 -4.79639 -0.06 -0.03 0.03 0.000
C -2.82065 1.01734 -5.91481 0.14 0.03 0.04 0.000
C -1.46998 1.38246 -5.77191 -0.06 -0.01 -0.05 0.000
C -0.86518 1.39190 -4.53895 -0.02 -0.08 0.17 0.000
C -1.58621 1.04040 -3.37442 0.30 0.04 0.31 0.000
H 3.80518 1.61559 2.63943 0.03 -0.04 -0.02 0.000
H 2.27802 2.33178 3.22006 -0.06 -0.03 0.01 0.000
H 3.49064 3.36351 2.42967 -0.01 0.06 0.00 0.001
H 4.92292 2.79256 0.90193 -0.02 0.00 -0.05 0.000
H 6.05276 2.96621 -1.27480 -0.05 -0.01 -0.01 0.000
H 4.80717 2.44669 -3.36128 -0.03 -0.02 0.04 0.000
H 2.44170 1.69597 -3.21073 0.02 0.02 -0.02 0.000
H -3.76489 0.19131 -0.23240 0.08 0.04 0.02 0.000
H -4.75374 0.12220 -2.46843 0.08 0.04 -0.04 0.000
H -4.58373 0.40363 -4.87595 0.07 0.03 0.02 0.000
H -3.28769 1.00745 -6.89172 0.04 0.01 0.03 0.000
H -0.89718 1.66655 -6.64774 -0.02 -0.03 0.05 0.000
H 0.17232 1.67605 -4.44137 0.00 0.01 -0.03 0.000
C -0.94568 -2.50456 -2.58757 -0.06 0.06 -0.08 0.000
C -0.20226 -3.36698 -1.56139 -0.05 0.13 -0.06 0.001
C 0.85437 -4.20673 -2.26593 0.17 -0.04 -0.08 0.000
C -1.17754 -4.27728 -0.82906 -0.03 -0.10 0.15 0.000
N 0.53761 -2.54826 -0.57734 0.02 -0.21 0.02 0.003
N -0.26086 -1.70785 0.23930 0.48 0.90 -0.19 0.017
H -1.48736 -3.13346 -3.30220 0.07 0.07 0.08 0.000
H -0.24198 -1.87985 -3.14999 -0.09 -0.05 0.07 0.000
H -1.68372 -1.84246 -2.11975 0.05 -0.09 -0.08 0.000
H 0.38911 -4.87477 -2.99681 0.05 0.08 0.07 0.000
H 1.40820 -4.80597 -1.53817 -0.06 0.05 -0.08 0.000
H 1.56791 -3.56713 -2.80041 -0.09 -0.08 0.07 0.000
H -1.69309 -4.92183 -1.54508 0.04 0.04 0.06 0.000
H -1.94052 -3.70850 -0.28971 0.03 -0.04 -0.05 0.000
H -0.64536 -4.90962 -0.11129 -0.06 0.07 -0.06 0.000
H 1.18264 -1.93409 -1.05921 0.15 0.00 -0.02 0.000
H -0.51185 -2.18528 1.09218 0.12 -0.06 0.25 0.000
H -1.11493 -1.40599 -0.21041 -0.20 -0.07 -0.14 0.000
```
Forces are in eV/Å.

The calculation puts the HOMO energy (alpha / beta) at -7.0 / -7.1 eV. The value obtained for the HOMO-LUMO gap (alpha / beta) is 6.6 / 6.5 eV. The spin multiplicity is 2. Its expectation value of S² is 0.756.